Molecular formula: C20H31Cl5N7O8PSeV
Method: DFT, ωB97M-V/def2-TZVPD

Geometry (Å):
V 0.387 -0.210 -0.589
C -2.868 1.049 2.053
C -2.822 -0.503 2.016
N -1.469 -0.978 2.172
C -0.851 -0.701 3.453
C 0.628 -0.326 3.269
N 0.862 0.537 2.118
C 0.672 1.970 2.308
C -0.807 2.363 2.464
N -1.647 1.625 1.549
H -3.033 1.384 3.084
H -3.727 1.372 1.458
H -3.175 -0.838 1.040
H -3.507 -0.892 2.792
H -1.377 -1.952 1.914
H -0.914 -1.559 4.142
H -1.382 0.126 3.921
H 1.198 -1.242 3.097
H 1.000 0.128 4.202
H 1.834 0.394 1.853
H 1.065 2.459 1.412
H 1.230 2.349 3.185
H -0.882 3.452 2.313
H -1.122 2.154 3.489
H -1.765 2.092 0.663
C -3.196 -4.503 -2.022
C -2.456 -3.407 -1.268
O -1.988 -2.449 -2.209
P -1.601 -0.920 -1.777
O -2.978 -0.270 -1.287
C -4.122 -0.178 -2.154
C -5.351 -0.713 -1.438
O -1.556 -0.327 -3.249
C -0.781 -0.799 -4.355
C -1.650 -0.700 -5.600
H -3.684 -5.166 -1.314
H -2.503 -5.081 -2.627
H -3.946 -4.070 -2.678
H -1.613 -3.837 -0.721
H -3.126 -2.921 -0.551
H -3.937 -0.746 -3.070
H -4.252 0.878 -2.410
H -5.231 -1.771 -1.220
H -6.222 -0.583 -2.075
H -5.510 -0.182 -0.502
H -0.472 -1.835 -4.181
H 0.107 -0.164 -4.459
H -2.565 -1.273 -5.462
H -1.110 -1.093 -6.458
H -1.908 0.340 -5.787
Cl -0.513 5.051 -2.212
C -1.077 3.393 -2.135
Cl -1.272 2.714 -3.746
Cl -2.641 3.327 -1.302
C -0.089 2.508 -1.338
O 0.883 3.007 -0.811
O -0.441 1.295 -1.309
Se 2.926 -1.964 -4.060
C 1.909 -1.378 -2.834
N 1.109 -1.011 -2.041
O 1.828 0.589 -0.355
N 2.954 1.069 -0.567
C 3.237 1.711 -1.687
C 4.490 2.324 -1.860
N 5.492 2.844 -2.065
C 2.368 1.721 -2.796
N 1.671 1.614 -3.706
Cl 1.053 -4.051 -1.283
C 1.518 -3.777 0.407
Cl 0.266 -4.363 1.492
C 1.602 -2.248 0.559
O 2.654 -1.714 0.836
O 0.488 -1.680 0.349
H 2.455 -4.296 0.617

* HOMO-LUMO gap (alpha / beta): 0.2400 / 0.2523 Eh
* ⟨S²⟩: 0.775
* E: -210987.2595 eV
* max |F|: 4.1 eV/A
* 2S+1: 2

Here are the Löwdin charges for atoms 1 to 2, given in e: number 1, V, carries 0.932; number 2, C, carries -0.196